Below is a cluster of 2 separate species, C5H7N in total, with properties calculated with ωB97M-V/def2-TZVPD.

```
13
Properties=species:S:1:pos:R:3:forces:R:3:mulliken_charge:R:1
H 0.80800 -1.10480 -2.45891 -0.13 0.10 -0.02 0.25
C 0.23159 -0.30683 -2.00274 -0.11 -0.04 0.08 -0.69
N -0.37614 0.66227 2.37422 -0.08 -0.03 -0.70 -0.45
H 1.43465 -1.00008 2.34855 -0.18 0.16 -0.13 0.21
C -1.19500 0.54302 -0.13321 0.07 0.02 0.02 -0.23
C -0.43989 -0.52340 -0.88290 0.11 -0.04 -0.27 -0.17
H 0.27500 0.67499 -2.46764 -0.04 -0.12 0.05 0.24
C 1.43097 -0.36031 1.44359 -0.21 0.26 0.31 -0.57
H -2.27211 0.32599 -0.09822 0.24 0.00 0.15 0.25
H -0.41070 -1.48751 -0.38516 -0.04 0.05 -0.20 0.33
C -0.67402 0.59340 1.24993 0.46 -0.11 0.59 0.32
H -1.08066 1.52749 -0.60248 0.08 -0.18 0.14 0.27
H 2.02976 0.51988 1.74849 -0.19 -0.07 -0.01 0.24
```
Positions in Å, forces in eV/Å.

Results
F_max   0.76 eV Å⁻¹
HOMO-LUMO gap   9.03 eV
Energy above the lowest of the compared OMol25 structures with the same formula, charge and spin   124.4 kcal/mol
LUMO energy   0.38 eV